Density functional theory data (ωB97M-V/def2-TZVPD) for a molecular structure, C27H64N8O7.

Summary:
- energy above the lowest of the compared OMol25 structures with the same formula, charge and spin (kJ/mol) = 3557.2
- strongest force on any atom (eV/A) = 13.3
- E_tot (eV) = -55257.232

The geometry in XYZ format:
```
106
Properties=species:S:1:pos:R:3:forces:R:3
O -4.060 22.773 -16.344 0.79 -0.65 -0.85
H -3.377 25.778 -9.556 -1.55 1.77 -1.89
H -3.242 28.528 -12.179 1.72 0.17 0.22
C -7.311 26.803 -8.719 -1.14 0.20 0.69
C -4.349 25.614 -12.190 -0.85 1.58 -0.21
H -3.908 24.087 -9.133 2.54 -1.14 -0.77
H -4.454 29.875 -16.059 0.64 -0.51 -0.19
H -8.272 27.315 -8.770 -0.06 0.25 -0.01
H 0.228 25.046 -10.192 -0.13 -0.57 0.29
H -3.253 23.924 -11.355 2.65 1.36 4.76
H -4.728 29.907 -8.204 0.33 0.17 0.17
H -5.918 23.671 -14.816 0.63 -0.25 -0.35
H -5.164 25.566 -9.542 1.10 2.40 -2.17
O -1.393 24.277 -12.173 3.08 -6.14 11.36
C -0.541 24.887 -9.437 0.21 -2.06 1.48
H -7.356 26.133 -7.860 -0.78 0.64 -1.20
C -4.802 29.470 -9.200 -1.16 0.48 0.38
C -1.538 26.072 -13.178 2.10 4.63 -1.80
H -0.079 24.184 -8.743 -0.29 -0.39 0.21
C -7.252 29.808 -9.377 -0.53 -1.23 0.60
O -3.750 26.811 -7.823 2.25 -0.69 5.39
H -8.153 29.299 -9.719 -0.02 -0.28 -0.09
H -7.101 30.554 -10.158 0.39 0.15 0.32
H -4.341 25.785 -15.188 0.27 1.00 -0.44
H -6.716 25.897 -13.693 -0.86 0.10 0.23
C -4.497 30.447 -10.303 0.48 1.73 0.29
H -5.580 29.472 -14.889 -0.16 -0.63 0.45
H -7.481 25.714 -6.532 -0.31 0.11 1.42
H -0.749 25.790 -8.863 0.27 0.04 -0.09
H -2.217 26.875 -10.228 0.33 -0.48 -0.07
H -4.737 30.080 -11.301 0.12 0.43 0.08
H -4.091 28.649 -9.292 0.25 0.47 0.68
H -5.780 23.616 -7.886 -0.45 -0.19 0.04
H -7.941 22.860 -13.320 0.11 -0.49 0.26
H -2.387 22.357 -15.121 0.09 -0.19 -0.71
H -8.015 25.912 -10.685 -0.40 -0.19 -1.67
H -4.275 26.000 -13.207 0.64 0.75 1.37
O -2.207 28.866 -15.351 0.22 0.47 -0.92
H -7.084 24.553 -10.222 -0.79 -0.89 -0.87
C -4.616 26.502 -7.012 -0.05 -0.13 2.51
C -2.289 28.357 -12.679 0.14 -0.01 1.31
C -6.563 25.408 -6.029 0.38 -0.79 -0.15
H -3.427 25.034 -12.151 -2.48 2.48 1.15
H -6.202 28.060 -7.421 -0.40 0.39 0.47
H -5.302 25.092 -12.273 1.02 -0.42 0.72
H -6.233 25.661 -11.080 -1.04 1.03 -0.13
C -7.579 25.246 -13.551 -0.72 0.11 0.61
H -1.648 29.235 -12.601 0.55 -0.26 0.64
C -2.887 24.364 -8.869 3.06 -2.17 1.17
H -6.260 25.930 -5.122 -0.30 0.51 -0.34
C -4.964 26.650 -14.962 0.66 2.58 -2.87
N -6.145 28.856 -9.375 1.30 -0.37 0.63
H -4.519 27.053 -9.100 2.43 -0.52 -4.89
H -5.371 26.701 -13.952 0.59 0.80 -0.48
N -3.872 23.355 -14.212 0.17 0.72 0.37
N -5.536 25.513 -7.059 1.77 -1.01 -1.30
H -8.540 25.762 -13.543 0.19 0.53 -0.35
H -0.646 25.956 -10.770 -1.56 1.67 -1.07
C -5.138 24.070 -14.169 -0.70 -2.02 0.59
H -4.810 27.106 -6.112 0.38 0.05 0.06
H -6.627 30.798 -7.579 0.08 0.02 0.13
C -1.309 26.820 -10.828 0.63 1.89 -2.14
H -3.517 23.561 -12.130 -2.06 -3.25 -5.54
C -3.016 23.685 -13.090 -2.78 -3.60 -7.04
H -3.444 30.722 -10.230 0.22 -0.24 -0.31
C -7.672 23.178 -12.301 0.28 -0.15 2.42
C -6.161 27.706 -8.451 -2.50 2.12 -0.11
H -2.585 23.680 -8.075 0.22 -0.68 -0.08
C -5.693 24.630 -8.276 -1.03 -2.33 3.22
C -7.542 30.390 -8.007 0.10 1.36 0.12
C -3.376 22.786 -15.344 -1.51 0.88 0.98
C -4.818 27.916 -11.505 -0.20 -1.63 -1.45
N -7.481 24.539 -12.282 -0.59 -1.62 -0.28
N -1.833 24.362 -9.930 -0.27 -0.12 1.43
H -2.573 28.475 -13.725 0.60 -0.76 1.30
H -2.893 25.322 -8.349 0.27 -0.66 0.20
H -2.070 23.145 -13.066 -1.71 -1.62 -1.61
H -8.203 31.250 -8.120 -0.14 0.07 0.01
H -2.680 24.721 -13.129 -1.69 -1.85 -2.30
H -0.679 27.621 -10.441 0.10 0.49 -0.31
N -4.505 26.599 -11.200 0.40 3.31 0.52
C -5.018 29.013 -15.703 0.17 0.49 -0.08
H -6.580 24.936 -8.832 0.56 -0.89 0.96
C -2.194 24.189 -11.209 4.25 0.52 4.46
O -5.002 28.318 -12.677 -1.13 -0.66 2.12
H -1.045 25.161 -12.806 1.39 3.72 -2.23
C -2.875 27.827 -15.272 -1.70 3.05 -4.44
H -5.707 28.733 -16.500 -0.16 -0.05 0.00
H -7.236 26.214 -9.634 0.47 1.56 1.78
H -5.254 27.103 -8.486 -4.30 2.35 0.54
H -5.862 26.605 -15.579 -0.01 -0.27 -0.50
H -6.695 24.377 -5.699 0.14 -0.19 -0.28
H -5.078 25.154 -14.266 -0.37 -2.76 0.08
H -2.472 26.825 -15.062 -1.57 2.67 -2.40
O -1.909 26.140 -14.375 4.22 -5.83 5.33
N -1.640 27.051 -12.250 -1.22 1.50 -1.59
C -7.238 25.241 -11.053 0.38 -1.21 -0.52
C -4.339 26.232 -9.794 -0.40 1.13 -5.03
H -7.580 24.536 -14.379 -0.17 0.07 0.21
H -4.982 31.414 -10.170 -0.39 -0.07 0.08
H -4.860 24.625 -8.979 -2.12 -0.75 2.67
H -5.458 23.925 -13.137 -0.32 -0.89 -0.86
H -8.003 29.768 -7.240 0.06 -0.48 -0.37
H -4.849 28.577 -10.625 0.02 -1.96 -2.32
N -4.201 27.839 -15.373 -3.08 0.81 0.42
O -7.566 22.441 -11.295 -0.26 1.43 -2.28
```
Positions in Å, forces in eV/Å.



Density functional theory data (ωB97M-V/def2-TZVPD) for a molecular structure, C30H44Br2N2P2Zn.

Summary:
- energy above the lowest of the compared OMol25 structures with the same formula, charge and spin (kJ/mol) = 0.0
- net charge = +2
- strongest force on any atom (eV/A) = 3.1
- E_tot (eV) = -241866.988

The geometry in XYZ format:
```
81
Properties=species:S:1:pos:R:3:forces:R:3
N 2.403 0.499 -0.413 0.85 0.16 -0.79
C -1.248 -4.621 0.263 -0.07 0.25 -1.06
C 4.503 -0.396 0.291 -0.15 -0.11 0.02
P -0.672 2.365 -0.263 -0.38 1.17 0.78
C 1.059 -1.359 -4.782 -0.09 0.05 0.14
C -1.279 -0.937 -4.293 -0.11 -0.54 -0.37
H -1.879 -0.009 1.773 -0.19 -0.26 0.09
H 0.495 4.654 -2.341 -0.11 -0.45 -0.07
H -3.710 1.826 -0.980 0.08 -0.10 0.23
C -0.085 5.021 0.601 0.03 0.24 0.16
H 2.675 -1.539 0.034 0.10 0.47 0.13
C 0.047 -3.417 4.310 0.11 -0.01 -0.03
H 2.638 0.416 4.211 -0.23 0.14 -0.11
C -3.340 1.427 -0.026 -0.17 0.08 -0.09
H 1.399 3.460 0.296 -0.27 0.08 0.17
H 2.452 2.467 -1.204 -0.07 -0.18 0.29
P -0.181 -0.807 3.305 -0.73 -0.47 2.72
C 0.645 -1.924 -5.987 -0.04 0.06 0.19
C -2.080 -2.666 -0.820 0.32 0.42 -0.36
C 3.160 -0.557 -0.033 0.38 0.70 0.12
C 1.761 1.012 3.924 0.09 0.27 -0.01
C 4.316 1.934 -0.244 -0.09 0.17 -0.02
C -2.339 -3.893 -0.230 0.57 0.14 0.47
C 5.063 0.884 0.289 -0.42 -0.26 -0.10
H 2.110 -1.352 -4.516 -0.03 0.06 -0.04
H 0.168 -2.901 2.187 0.29 -0.21 0.15
H -0.428 4.006 -3.703 0.27 -0.09 0.35
H -2.936 0.423 -0.212 -0.10 0.16 0.13
H 1.373 -2.330 -6.684 -0.08 0.05 0.08
H 5.065 -1.277 0.592 0.04 0.28 0.03
C 3.019 1.692 -0.694 -0.08 -0.83 1.06
H -1.838 -1.789 1.889 -0.24 0.29 0.00
H -2.904 0.133 4.091 0.07 -0.28 -0.15
H -2.808 -1.633 4.248 -0.04 0.23 -0.21
H -2.115 2.082 1.656 -0.03 0.08 -0.27
H 0.370 5.541 -0.251 -0.18 -0.09 0.26
H -1.762 2.557 -2.371 0.03 0.21 0.11
C -2.922 -0.811 3.529 -0.07 0.10 -0.22
H -2.905 -2.003 -1.104 0.30 -0.30 0.12
H 1.516 -0.460 -2.324 0.09 -0.42 -0.05
H -1.403 -0.231 -1.573 -0.21 -0.84 -0.76
H 1.754 -0.117 2.047 0.10 0.41 0.10
H 1.594 -2.413 3.150 -0.26 -0.09 -0.01
C -0.498 -0.845 -1.457 0.10 0.91 0.34
C 0.300 -3.174 -0.876 -0.58 -0.02 0.23
H -1.030 -3.635 4.266 0.29 0.11 0.01
H 0.832 -5.116 -0.076 -0.14 0.23 0.23
H -2.669 3.403 0.625 0.07 -0.35 0.00
C 0.455 -0.617 -2.506 -0.90 -1.91 -2.29
Zn 0.368 0.183 -0.052 0.41 1.48 0.67
H -1.174 5.118 0.522 0.22 0.03 0.07
C 0.495 -2.500 3.159 0.21 -0.10 -0.57
H -2.609 -1.559 -5.877 0.34 -0.02 0.01
C -2.305 2.363 0.608 0.27 0.16 0.21
C 1.037 0.394 2.713 0.17 -0.08 -1.11
Br -1.522 -5.877 1.585 -0.13 -0.85 0.35
H 0.271 -2.953 5.280 -0.10 -0.13 -0.26
H 0.585 -4.373 4.251 -0.21 0.21 0.02
H -2.098 -0.567 -3.671 0.38 -0.13 -0.18
H -1.767 4.111 -1.522 0.25 -0.44 0.00
C -0.754 -2.254 -1.039 0.01 -0.86 0.02
C 0.369 3.561 0.666 0.03 -0.01 0.09
H 6.047 1.073 0.697 0.06 -0.09 -0.13
C 0.008 3.743 -2.726 0.03 0.13 -0.15
H 0.394 3.217 1.710 -0.05 0.02 -0.22
Br 5.010 3.707 -0.221 -0.29 -0.64 -0.23
H 2.086 2.033 3.692 0.11 -0.20 0.12
H -3.897 -0.900 3.037 0.10 -0.05 0.15
C -1.124 3.258 -1.810 -0.06 -0.30 -0.39
H 1.311 -2.925 -1.217 -0.31 -0.19 0.13
H 1.081 1.040 4.789 0.21 0.05 -0.35
H -3.358 -4.238 -0.094 0.15 0.09 0.26
N -0.636 -1.998 -6.353 0.17 0.12 0.15
C -1.801 -0.856 2.474 0.08 -0.02 -0.75
C -1.572 -1.503 -5.541 -0.03 0.46 0.77
C 0.043 -4.381 -0.220 -0.09 0.51 -0.07
H 0.775 2.971 -2.901 -0.21 0.22 0.04
H 0.502 1.182 2.142 0.22 -0.13 0.23
C 0.077 -0.901 -3.868 -0.23 1.02 0.01
H -4.203 1.321 0.647 0.23 0.01 -0.24
H 0.221 5.532 1.524 -0.08 -0.02 -0.37
```
Positions in Å, forces in eV/Å.



Density functional theory data (ωB97M-V/def2-TZVPD) for a molecular structure, C4H6OS2.

Summary:
- energy above the lowest of the compared OMol25 structures with the same formula, charge and spin (kJ/mol) = 332.0
- strongest force on any atom (eV/A) = 4.9
- E_tot (eV) = -27959.838

The geometry in XYZ format:
```
13
Properties=species:S:1:pos:R:3:forces:R:3
O -2.439 -0.370 0.141 0.31 2.57 -0.17
C 0.773 0.448 -0.246 -2.53 1.66 3.85
C 0.828 -0.720 -1.071 1.12 -3.46 0.68
H 1.603 -0.724 -1.849 -1.28 -0.07 -0.56
S -0.614 1.591 -0.547 -1.46 0.42 0.43
H -0.191 -0.585 1.868 2.12 0.62 -1.95
S 1.674 -1.522 0.423 1.25 -3.62 -2.26
C 0.805 -0.327 1.237 -1.61 3.24 1.46
C -2.208 0.814 0.043 -0.74 0.75 1.30
H -3.049 1.856 0.509 2.28 -3.09 -1.60
H 1.612 1.102 -0.297 0.75 0.36 0.00
H -0.173 -1.210 -1.065 0.96 0.24 -1.19
H 1.571 0.123 1.904 -1.18 0.38 0.00
```
Positions in Å, forces in eV/Å.